Record 1
A cluster of 8 separate species, C59H42O17 in total at a distorted geometry, computed with ωB97M-V/def2-TZVPD.

Each line ends with the Löwdin charge.
Cartesian coordinates (Å):
O  -2.8406  2.3856  -2.3818  0.077
C  -1.7680  2.7506  -1.8965  -0.233
C  -0.7186  3.4426  -2.7511  -0.081
C  -0.9496  3.4748  -4.1130  -0.006
C  -0.0336  4.0875  -4.9318  -0.050
C  1.1302  4.6379  -4.4161  -0.053
C  1.3523  4.5866  -3.0629  -0.015
C  0.4262  4.0083  -2.2220  -0.093
C  0.6379  3.9726  -0.7275  -0.207
O  1.5680  4.6192  -0.2293  0.052
C  -0.2762  3.1108  0.0937  -0.072
C  -0.0270  2.8727  1.4264  0.033
C  -0.8247  2.0569  2.1943  -0.192
C  -0.5324  1.7708  3.6665  -0.117
C  0.9964  1.5808  3.9636  -0.144
C  1.4326  2.3086  5.2690  -0.241
O  1.8950  1.4181  6.2811  -0.092
C  -1.9394  1.4547  1.6210  -0.002
C  -2.2298  1.6986  0.2904  -0.001
C  -1.4014  2.5094  -0.4468  -0.097
H  -1.8548  3.0448  -4.5257  0.092
H  -0.2621  4.1176  -5.9968  0.102
H  1.8302  5.1101  -5.1025  0.113
H  2.2707  5.0305  -2.6794  0.126
H  0.8320  3.3426  1.9102  0.129
H  -0.9928  0.7948  3.8827  0.102
H  -0.9974  2.4954  4.3461  0.120
H  1.2158  0.5080  4.0648  0.113
H  1.6175  1.9293  3.1295  0.094
H  0.5813  2.8435  5.7033  0.110
H  2.2261  3.0329  5.0223  0.114
H  2.5642  0.8133  5.9280  0.089
H  -2.5940  0.8166  2.2145  0.124
H  -3.1193  1.2478  -0.1460  0.126
O  0.1759  10.0838  1.5882  0.099
C  0.9214  9.1864  1.9242  -0.390
C  1.7587  9.3002  3.1448  0.016
C  2.5777  8.3191  3.5139  0.016
C  2.6877  7.0686  2.7213  -0.379
O  3.4342  6.1734  3.0623  0.100
C  1.8518  6.9532  1.5007  0.025
C  1.0324  7.9372  1.1341  0.025
H  1.6639  10.2191  3.7097  0.120
H  3.1963  8.3839  4.4004  0.120
H  1.9435  6.0308  0.9298  0.079
H  0.4132  7.8730  0.2476  0.122
O  1.3350  -4.0646  9.0313  0.104
C  0.6204  -3.3200  8.3896  -0.391
C  0.7874  -1.8536  8.4488  0.019
C  0.0066  -1.0303  7.7521  0.023
C  -1.0744  -1.5552  6.8713  -0.374
O  -1.7873  -0.8140  6.2294  0.097
C  -1.2387  -3.0371  6.8169  0.020
C  -0.4529  -3.8460  7.5213  0.016
H  1.5773  -1.4877  9.0930  0.123
H  0.1291  0.0443  7.7980  0.111
H  -2.0238  -3.4220  6.1784  0.107
H  -0.5628  -4.9232  7.4902  0.117
O  -1.5817  -6.7875  0.4052  0.094
C  -1.7741  -6.5879  1.5873  -0.372
C  -0.7635  -5.9069  2.4328  0.028
C  -0.9772  -5.7027  3.7301  0.027
C  -2.2358  -6.1435  4.3820  -0.377
O  -2.4283  -5.9659  5.5675  0.098
C  -3.2470  -6.8190  3.5343  0.026
C  -3.0327  -7.0253  2.2384  0.028
H  0.1482  -5.5948  1.9393  0.124
H  -0.2507  -5.2128  4.3666  0.120
H  -4.1569  -7.1348  4.0287  0.125
H  -3.7565  -7.5204  1.6023  0.124
O  2.4136  -0.8194  -4.3163  0.107
C  2.1771  -0.9298  -3.1314  -0.385
C  3.2155  -0.6555  -2.1084  0.023
C  2.9572  -0.7788  -0.8088  0.021
C  1.6172  -1.1946  -0.3279  -0.383
O  1.3785  -1.3057  0.8579  0.095
C  0.5774  -1.4693  -1.3501  0.017
C  0.8359  -1.3458  -2.6495  0.022
H  4.1869  -0.3521  -2.4777  0.115
H  3.7034  -0.5834  -0.0511  0.101
H  -0.3944  -1.7715  -0.9797  0.119
H  0.0901  -1.5402  -3.4100  0.122
O  -2.2851  3.0481  -6.8382  0.090
C  -3.4645  2.8676  -7.0681  -0.364
C  -4.3244  2.1059  -6.1336  0.029
C  -5.6155  1.9103  -6.3893  0.028
C  -6.2487  2.4470  -7.6183  -0.385
O  -7.4257  2.2700  -7.8500  0.110
C  -5.3863  3.2105  -8.5538  0.022
C  -4.0958  3.4060  -8.2976  0.023
H  -3.8469  1.7222  -5.2403  0.117
H  -6.2600  1.3560  -5.7191  0.125
H  -5.8647  3.5946  -9.4458  0.122
H  -3.4501  3.9609  -8.9665  0.122
O  9.7281  -2.9348  -3.3407  0.113
C  8.8686  -2.4338  -2.6479  -0.383
C  8.7312  -0.9603  -2.5342  0.025
C  7.7888  -0.4119  -1.7717  0.023
C  6.8353  -1.2492  -1.0048  -0.378
O  5.9736  -0.7473  -0.3107  0.084
C  6.9712  -2.7212  -1.1174  0.024
C  7.9132  -3.2706  -1.8796  0.025
H  9.4357  -0.3658  -3.1018  0.124
H  7.6730  0.6603  -1.6752  0.124
H  6.2661  -3.3150  -0.5495  0.123
H  8.0281  -4.3428  -1.9755  0.124
O  -4.4842  -4.8985  -5.0617  0.102
C  -4.4470  -5.8130  -4.2647  -0.388
C  -3.7501  -5.6730  -2.9643  0.023
C  -3.7077  -6.6773  -2.0935  0.025
C  -4.3583  -7.9787  -2.3858  -0.379
O  -4.3217  -8.8937  -1.5886  0.103
C  -5.0563  -8.1190  -3.6869  0.019
C  -5.0977  -7.1143  -4.5577  0.019
H  -3.2822  -4.7165  -2.7690  0.120
H  -3.2029  -6.5974  -1.1396  0.088
H  -5.5243  -9.0756  -3.8827  0.121
H  -5.6020  -7.1955  -5.5123  0.122

Summary:
LUMO level = -1.9 eV
gap between HOMO and LUMO = 7.76 eV
structure (SMILES) = O=C1c2ccccc2C(=O)c2cc(CCCO)ccc21.O=C1C=CC(=O)C=C1.O=C1C=CC(=O)C=C1.O=C1C=CC(=O)C=C1.O=C1C=CC(=O)C=C1.O=C1C=CC(=O)C=C1.O=C1C=CC(=O)C=C1.O=C1C=CC(=O)C=C1

Record 2
A structure of composition C59H43AsI2NOPSV at a distorted geometry, computed with ωB97M-V/def2-TZVPD.

Each line ends with the Löwdin spin population.
Cartesian coordinates (Å):
V  -0.8355  0.6367  -0.2989  1.986
I  -3.8693  -3.3710  -1.6564  0.002
C  -4.3192  -1.3382  -1.3033  0.007
C  -5.6025  -0.8616  -1.4954  -0.003
C  -5.8966  0.4568  -1.2262  0.010
I  -7.8668  1.1521  -1.6322  0.001
C  -4.9306  1.3464  -0.7343  0.001
C  -5.1472  2.6790  -0.3285  0.026
C  -4.1091  3.3763  0.2511  -0.002
C  -2.8461  2.8034  0.3348  0.030
N  -2.5822  1.5857  -0.1333  0.004
C  -3.6126  0.8474  -0.5965  0.011
C  -3.2680  -0.5151  -0.8725  0.001
O  -2.0761  -0.9050  -0.6548  0.009
H  -6.3715  -1.5306  -1.8517  0.000
H  -6.1253  3.1209  -0.4375  0.002
H  -4.2629  4.3729  0.6387  -0.001
H  -2.0167  3.3443  0.7938  0.003
C  0.0500  1.5677  5.8551  -0.001
C  -0.6378  0.3651  5.8191  0.000
C  -0.9795  -0.2001  4.6051  -0.001
C  -0.6130  0.4213  3.4143  0.003
C  -0.0027  1.6776  3.4585  0.002
C  0.3397  2.2380  4.6732  0.000
P  -0.9436  -0.3206  1.7971  -0.007
C  -1.4782  -2.0308  2.2302  -0.014
C  -2.7528  -2.4338  1.8462  -0.001
C  -3.1690  -3.7376  2.0535  0.000
C  -2.3155  -4.6510  2.6471  0.000
C  -1.0686  -4.2427  3.0913  -0.001
C  -0.6605  -2.9366  2.9013  -0.002
C  0.6731  -0.1885  0.9850  -0.036
C  1.8607  -0.1008  1.7929  -0.001
C  3.0923  -0.3872  1.3376  -0.023
C  3.3942  -0.6169  -0.1003  -0.005
C  2.1726  -0.2717  -0.9906  0.003
C  0.8250  -0.6699  -0.3930  -0.043
H  0.3643  1.9814  6.8034  0.000
H  -0.8958  -0.1469  6.7386  0.000
H  -1.5219  -1.1361  4.5740  0.000
H  0.2257  2.1974  2.5254  0.002
H  0.8462  3.1936  4.7065  0.000
H  -3.4201  -1.7225  1.3778  0.000
H  -4.1544  -4.0455  1.7339  0.000
H  -2.6213  -5.6807  2.7695  0.000
H  -0.4095  -4.9531  3.5726  0.000
H  0.3026  -2.6143  3.2716  0.000
H  1.7315  0.0763  2.8550  0.001
H  3.9242  -0.4397  2.0287  -0.001
H  3.8721  -1.5920  -0.2458  -0.001
H  2.2848  -0.7591  -1.9672  0.000
S  -1.1430  0.9492  -2.6484  0.006
C  -0.0325  2.1130  -3.2603  0.004
C  0.1928  2.2132  -4.6375  0.001
C  1.0776  3.1451  -5.1298  0.000
C  1.7445  4.0116  -4.2728  0.003
C  1.5233  3.9219  -2.9087  0.000
C  0.6456  2.9790  -2.3926  0.009
As  0.4434  2.7145  -0.4721  0.041
C  2.2764  2.2005  -0.1731  0.008
C  2.7577  1.1710  -1.1451  0.000
C  4.1369  0.5798  -0.7728  -0.003
C  5.0019  1.3893  0.1144  -0.004
C  4.4461  2.2738  0.9446  0.000
C  3.0440  2.6108  0.8503  0.000
C  0.3708  4.6912  -0.1724  0.003
C  1.2862  5.5031  0.4870  -0.001
C  1.1373  6.8825  0.4911  0.000
C  0.0787  7.4733  -0.1731  -0.001
C  -0.8407  6.6789  -0.8391  0.000
C  -0.6995  5.3047  -0.8284  0.000
H  -0.3309  1.5394  -5.2989  0.000
H  1.2637  3.1903  -6.1930  0.000
H  2.4358  4.7428  -4.6696  0.000
H  2.0431  4.5875  -2.2227  0.000
H  2.6709  1.5644  -2.1679  0.000
H  4.6763  0.2289  -1.6579  0.000
H  6.0639  1.1901  0.1184  0.000
H  5.0431  2.8285  1.6540  0.000
H  2.6407  3.2730  1.6110  0.000
H  2.1482  5.0688  0.9726  0.000
H  1.8628  7.4962  1.0072  0.000
H  -0.0256  8.5485  -0.1778  0.000
H  -1.6602  7.1357  -1.3755  0.000
H  -1.4105  4.6809  -1.3690  0.000
C  1.1960  -7.1811  0.7483  -0.005
C  0.3119  -6.6043  -0.1513  0.000
C  0.2337  -5.2320  -0.2827  -0.004
C  1.0394  -4.3967  0.4942  -0.001
C  1.9169  -4.9943  1.4083  -0.004
C  1.9991  -6.3654  1.5302  0.000
C  0.9967  -2.9533  0.4397  -0.019
C  0.7365  -2.1356  -0.6028  0.003
C  0.6808  -2.6633  -1.9769  0.001
C  1.7127  -3.4851  -2.4300  0.001
C  1.6789  -4.0244  -3.7006  0.000
C  0.6060  -3.7558  -4.5363  0.001
C  -0.4013  -2.9057  -4.1102  0.000
C  -0.3565  -2.3498  -2.8455  0.001
H  1.2485  -8.2575  0.8499  0.000
H  -0.3313  -7.2385  -0.7463  0.000
H  -0.4664  -4.7968  -0.9786  0.000
H  2.5486  -4.3638  2.0197  0.000
H  2.6810  -6.8036  2.2486  0.000
H  1.3032  -2.4816  1.3622  0.000
H  2.5447  -3.6981  -1.7716  0.000
H  2.4890  -4.6612  -4.0383  0.000
H  0.5545  -4.2131  -5.5147  0.000
H  -1.2322  -2.6820  -4.7629  0.000
H  -1.1338  -1.6817  -2.5126  0.000

Summary:
charge = -1
LUMO level (alpha / beta) = 2.0 / 2.0 eV
gap between HOMO and LUMO (alpha / beta) = 5.86 / 5.68 eV
multiplicity = 3